Entry 1:
{"formula": "C9H26BN3OTa", "method": "ωB97M-V/def2-TZVPD", "elements": ["C", "N", "C", "B", "O", "Ta", "C", "C", "N", "C", "C", "C", "C", "C", "N", "H", "H", "H", "H", "H", "H", "H", "H", "H", "H", "H", "H", "H", "H", "H", "H", "H", "H", "H", "H", "H", "H", "H", "H", "H", "H"], "positions_angstrom": [[3.196, -2.364, 1.463], [1.766, -2.458, 1.184], [1.441, -3.132, -0.071], [1.067, -1.150, 1.340], [-0.031, -1.175, 2.202], [1.542, 0.904, 0.261], [2.197, 2.762, -1.008], [2.827, 2.484, -2.324], [2.805, 1.361, -2.913], [-0.414, 1.912, 0.965], [-1.672, 1.517, 0.151], [-2.748, 0.779, 0.978], [-2.991, -0.668, 0.543], [-4.071, -0.823, -0.514], [-3.782, -0.208, -1.812], [3.454, -1.396, 1.882], [3.487, -3.120, 2.197], [3.798, -2.546, 0.573], [0.649, -3.867, 0.074], [1.126, -2.433, -0.851], [2.300, -3.687, -0.441], [-0.556, -1.958, 2.001], [0.627, 0.172, -1.185], [3.208, 0.210, -0.166], [2.235, 1.569, 1.869], [2.946, 3.278, -0.402], [1.346, 3.418, -1.199], [3.349, 3.326, -2.806], [3.296, 1.428, -3.802], [-0.588, 1.731, 2.023], [-0.285, 2.991, 0.852], [-1.414, 0.878, -0.686], [-2.122, 2.424, -0.253], [-3.695, 1.321, 0.968], [-2.421, 0.753, 2.014], [-3.309, -1.240, 1.418], [-2.059, -1.110, 0.193], [-4.234, -1.885, -0.699], [-5.002, -0.408, -0.134], [-3.749, 0.799, -1.711], [-2.850, -0.480, -2.097]], "atomic_forces_ev_per_a": [[-0.2, -0.5, 0.2], [-0.1, 0.1, -0.3], [-0.1, -0.1, 0.3], [0.5, -0.5, 0.4], [-0.4, 0.5, -0.8], [-0.6, 2.2, -0.8], [0.2, -1.3, -0.3], [0.2, 0.2, -0.1], [-0.1, -0.1, -0.1], [0.5, -0.2, -0.4], [-0.3, 0.1, 0.4], [0.4, -0.2, 0.0], [-0.4, 0.2, 0.3], [0.4, -0.1, -0.3], [-0.2, 0.1, 0.0], [0.1, 0.2, -0.1], [0.0, -0.1, 0.1], [0.1, 0.3, -0.2], [-0.2, -0.1, 0.0], [0.0, 0.1, -0.2], [0.2, 0.0, -0.1], [0.1, -0.5, 0.6], [-0.3, -0.5, 0.4], [0.2, 0.1, 0.4], [-0.2, -0.5, 0.2], [-0.1, 0.3, 0.2], [-0.1, 0.2, 0.2], [0.1, 0.1, 0.0], [0.0, 0.0, -0.1], [0.0, 0.0, 0.2], [0.2, 0.2, 0.2], [0.1, 0.0, -0.3], [0.0, 0.1, -0.2], [-0.2, 0.1, 0.0], [0.0, 0.1, 0.2], [0.0, -0.2, 0.1], [0.2, 0.0, -0.1], [-0.1, -0.1, 0.0], [-0.2, 0.0, 0.0], [0.1, 0.1, 0.0], [0.1, 0.0, -0.1]], "charge": -1, "homo_energy_ev": -3.97, "lumo_energy_ev": 3.123}

Entry 2:
{"formula": "C9H26BrClN8O11P", "method": "ωB97M-V/def2-TZVPD", "elements": ["C", "C", "Br", "C", "N", "C", "N", "N", "P", "O", "Cl", "H", "H", "H", "H", "H", "H", "H", "H", "H", "H", "H", "C", "N", "O", "O", "H", "H", "H", "C", "N", "O", "O", "H", "H", "H", "C", "N", "O", "O", "H", "H", "H", "C", "N", "O", "O", "H", "H", "H", "C", "N", "O", "O", "H", "H", "H"], "positions_angstrom": [[1.238, 0.739, 3.800], [0.506, 2.004, 3.338], [0.217, 2.054, 1.414], [-0.814, 2.307, 4.082], [-2.048, 2.024, 3.339], [-2.588, 0.855, 3.156], [-3.815, 0.696, 2.485], [-1.956, -0.258, 3.652], [-2.947, -1.750, 3.804], [-1.822, -2.594, 4.588], [-4.067, -0.964, 5.354], [1.855, 0.325, 3.004], [0.546, -0.021, 4.176], [1.890, 1.001, 4.641], [1.174, 2.851, 3.506], [-0.861, 3.366, 4.344], [-0.858, 1.729, 5.012], [-2.522, 2.818, 2.924], [-3.748, 1.092, 1.541], [-4.586, 1.145, 2.975], [-1.059, -0.439, 3.200], [-1.035, -2.132, 4.896], [3.495, 0.484, -0.985], [4.062, 0.314, 0.378], [3.293, 0.194, 1.314], [5.267, 0.287, 0.474], [2.415, 0.475, -0.910], [3.871, 1.426, -1.372], [3.856, -0.341, -1.588], [-2.638, -0.297, -1.153], [-2.572, 1.188, -1.244], [-2.241, 1.683, -2.290], [-2.887, 1.833, -0.252], [-2.344, -0.705, -2.113], [-1.951, -0.595, -0.366], [-3.659, -0.560, -0.892], [7.724, -1.659, 1.063], [7.942, -2.635, -0.041], [6.970, -3.213, -0.482], [9.080, -2.781, -0.429], [6.667, -1.640, 1.290], [8.315, -1.989, 1.912], [8.071, -0.692, 0.713], [-0.674, -0.161, -5.694], [0.173, -0.165, -4.474], [-0.381, -0.366, -3.412], [1.362, 0.018, -4.616], [-1.698, -0.322, -5.385], [-0.545, 0.799, -6.186], [-0.325, -0.965, -6.335], [-5.208, -0.455, -5.295], [-4.201, -1.518, -5.015], [-3.593, -1.984, -5.955], [-4.052, -1.840, -3.854], [-5.226, -0.278, -6.364], [-6.165, -0.815, -4.931], [-4.903, 0.429, -4.742]], "atomic_forces_ev_per_a": [[-0.1, 0.1, 0.1], [0.4, 0.2, 0.2], [0.0, -0.1, -0.2], [-0.1, 0.0, 0.2], [-0.1, 0.0, 0.0], [0.3, -0.3, 0.3], [0.0, 0.3, 0.4], [-0.5, 0.0, -1.1], [0.1, 0.0, 0.3], [0.0, -0.1, -0.6], [-0.1, 0.0, 0.0], [0.0, 0.0, 0.1], [0.2, 0.1, -0.1], [-0.1, -0.1, -0.1], [-0.2, -0.1, -0.1], [0.0, -0.2, -0.1], [0.0, 0.0, -0.1], [0.1, -0.1, -0.2], [0.1, -0.1, -0.1], [0.1, -0.1, 0.0], [0.1, 0.3, 0.3], [0.0, 0.1, 0.4], [-0.1, 0.1, 0.0], [0.1, -0.1, 0.0], [-0.1, 0.0, 0.0], [0.0, 0.1, 0.0], [0.0, 0.0, 0.0], [0.0, 0.0, 0.0], [0.1, 0.0, 0.0], [0.1, 0.0, 0.0], [-0.2, 0.0, -0.3], [0.0, 0.0, 0.1], [0.0, -0.1, 0.4], [0.0, 0.0, 0.0], [0.0, 0.0, 0.0], [0.0, 0.0, 0.0], [-0.1, 0.0, 0.1], [0.0, 0.0, 0.0], [-0.1, 0.0, 0.0], [0.0, 0.0, 0.0], [0.0, 0.0, 0.0], [0.1, 0.0, 0.0], [0.0, 0.0, 0.0], [-0.1, 0.0, -0.1], [0.1, -0.1, -0.1], [0.1, 0.0, 0.2], [0.0, 0.1, 0.1], [0.0, 0.0, 0.0], [0.1, 0.0, 0.0], [0.0, 0.0, 0.0], [0.0, 0.0, -0.1], [0.0, 0.0, -0.2], [0.0, 0.0, 0.1], [0.1, 0.0, 0.2], [0.0, 0.0, 0.0], [0.0, 0.0, 0.0], [0.0, 0.0, 0.0]], "charge": 1, "homo_energy_ev": -12.31, "lumo_energy_ev": -3.619}